(1)
DFT (ωB97M-V with the def2-TZVPD basis set) results for an isolated molecule of C4H7NO2.

Its LUMO energy is 0.0344 Eh. Its SMILES is C/C(=N\O)[C@H]1CO1. The value obtained for the energy above the lowest of the compared OMol25 structures with the same formula, charge and spin is 361.5 kJ/mol. The total energy is -361.7432 hartree. The value obtained for the HOMO-LUMO gap is 10.808 eV. For the HOMO energy, the calculation gives -9.871 eV.

Geometry as ORCA input:
```
! wB97M-V def2-TZVPD RIJCOSX def2/J DEFGRID3
* xyz 0 1
C 1.249 1.032 0.884
C 0.239 0.099 0.289
N -0.614 -0.603 0.932
O -0.577 -0.457 2.299
C 0.182 -0.236 -1.171
C -1.116 -0.618 -1.710
O -0.484 0.593 -2.115
H 2.253 0.597 0.839
H 1.277 1.976 0.333
H 1.015 1.232 1.930
H -1.333 -0.999 2.563
H 1.079 -0.703 -1.581
H -1.178 -1.452 -2.405
H -1.992 -0.462 -1.085
*
```



(2)
DFT (ωB97M-V with the def2-TZVPD basis set) results for a cluster of 2 separate species, C4H13N3O in total in a non-equilibrium geometry.

Its expectation value of S² is 0.75. Its LUMO energy (spin up / spin down) is 0.1330 / 0.1300 Eh. The value obtained for the energy above the lowest of the compared OMol25 structures with the same formula, charge and spin is 49.3 kJ/mol. The total energy is -399.6487 hartree. The value obtained for the HOMO-LUMO gap (spin up / spin down) is 2.530 / 7.400 eV. For the HOMO energy (spin up / spin down), the calculation gives 1.090 / -3.863 eV.

Geometry as ORCA input:
```
! wB97M-V def2-TZVPD RIJCOSX def2/J DEFGRID3
* xyz -1 2
C 0.420 -0.409 -2.448
C 1.206 -0.106 -1.143
C 0.282 -0.092 0.049
C -0.032 -1.235 0.668
N -1.057 -1.356 1.654
N -0.371 1.107 0.461
N -0.625 0.623 -2.743
H -0.031 -1.402 -2.376
H 1.145 -0.438 -3.268
H 1.909 -0.931 -0.993
H 1.689 0.866 -1.250
H 0.545 -2.143 0.543
H -1.842 -0.784 1.372
H -1.269 -2.326 1.822
H 0.195 1.931 0.276
H -0.432 1.131 1.482
H -0.748 1.189 -1.917
H -0.200 1.191 -3.462
H -0.183 1.658 4.250
H -0.024 0.361 3.509
O -0.576 1.165 3.513
*
```



(3)
DFT (ωB97M-V with the def2-TZVPD basis set) results for an isolated molecule of C4H4N2OS in a non-equilibrium geometry.

Its LUMO energy is -0.0293 Eh. Its SMILES is OC1=C/C(=C/S)N=N1. The value obtained for the energy above the lowest of the compared OMol25 structures with the same formula, charge and spin is 198.5 kJ/mol. The total energy is -737.6939 hartree. The value obtained for the HOMO-LUMO gap is 7.733 eV. For the HOMO energy, the calculation gives -8.531 eV.

Geometry as ORCA input:
```
! wB97M-V def2-TZVPD RIJCOSX def2/J DEFGRID3
* xyz 0 1
O 3.312 -0.016 -0.006
C 1.967 0.054 -0.021
C 1.085 1.070 0.009
C -0.174 0.387 0.039
C -1.450 0.853 -0.025
S -2.854 -0.144 -0.004
N 0.066 -0.993 0.035
N 1.307 -1.202 -0.020
H 3.656 0.870 -0.034
H 1.233 2.144 0.103
H -1.677 1.932 -0.075
H -2.226 -1.337 -0.002
*
```



(4)
DFT (ωB97M-V with the def2-TZVPD basis set) results for an isolated molecule of C2H3BrS in a non-equilibrium geometry.

Its LUMO energy is -0.0173 Eh. The value obtained for the energy above the lowest of the compared OMol25 structures with the same formula, charge and spin is 337.8 kJ/mol. The total energy is -3050.0490 hartree. The value obtained for the HOMO-LUMO gap is 8.049 eV. For the HOMO energy, the calculation gives -8.519 eV.

Geometry as ORCA input:
```
! wB97M-V def2-TZVPD RIJCOSX def2/J DEFGRID3
* xyz 0 1
C -2.226 -0.731 -0.041
C 1.379 0.173 -0.062
S -0.532 -0.796 0.027
Br -3.276 0.783 -0.016
H 1.699 -0.719 -0.576
H 1.439 0.081 1.070
H 1.516 1.209 -0.402
*
```